[1]
A 2-piece molecular cluster, C3H8NO2 overall at a distorted geometry, computed with the ωB97M-V functional and the def2-TZVPD basis.

Each line ends with the natural charge from an NBO analysis.
Geometry (Å):
C (1.30253, 0.60165, 1.16664)  -0.0621
C (-0.19064, 0.77886, 1.34886)  -0.0734
C (-1.02032, -0.10398, 0.50609)  0.2877
N (-0.94822, -1.36954, 0.59951)  -0.6027
O (0.68340, 0.14952, 2.34749)  -0.4264
O (-0.21458, 0.36791, -2.28366)  -0.9634
H (1.85112, -0.00745, 0.32438)  0.2241
H (1.97721, 1.47830, 1.40567)  0.2236
H (-1.44464, 0.28221, -0.41991)  0.2710
H (-0.63623, 1.76601, 1.42767)  0.2510
H (-0.52691, -1.85682, 1.42240)  0.4533
H (0.10767, 1.22497, -2.14483)  0.4753
H (-1.53959, -1.94741, -0.00128)  0.4434
H (0.41946, -0.04164, -2.91399)  0.4986

Energy above the lowest of the compared OMol25 structures with the same formula, charge and spin in eV: 3.0894
Charge: +1
Gap between HOMO and LUMO in eV: 10.55



[2]
A 6-piece molecular cluster, C27H48BF9N3O24S6 overall at a distorted geometry, computed with the ωB97M-V functional and the def2-TZVPD basis.

Each line ends with the Mulliken charge.
Geometry (Å):
C (-0.29295, -0.56404, 6.59638)  -1.7209
C (0.37566, -1.21977, 5.37334)  0.6026
B (-0.64935, -1.74962, 4.30530)  0.8710
O (-1.95927, -1.92826, 4.65498)  -0.6052
C (-0.17489, -2.13575, 2.78072)  1.5951
C (-1.37553, -2.63524, 1.90604)  -2.0623
N (-1.38638, -2.10901, 0.52123)  -0.3771
C (0.89615, -3.26081, 2.98485)  -1.3890
C (2.14571, -3.27720, 2.04757)  1.8230
C (3.30980, -2.41100, 2.61382)  -0.3412
C (4.71840, -2.79085, 2.12348)  -0.7092
C (5.69815, -1.61442, 2.09284)  -0.1293
F (6.71587, -1.81382, 3.01695)  -0.3478
N (2.62893, -4.66607, 1.87666)  0.1873
C (2.90896, -5.27421, 3.17814)  -1.3508
C (1.87532, -5.49817, 0.98152)  1.0791
C (0.94454, -6.56382, 1.51054)  -1.1951
O (1.98725, -5.32695, -0.18850)  -0.5295
C (1.69510, -2.71324, 0.70276)  -1.8215
F (2.69036, -2.59780, -0.20987)  -0.4584
N (1.24311, -1.27635, 0.86160)  0.9083
C (0.53491, -0.94301, 2.14186)  -1.4915
S (-0.51745, 0.51311, 1.77159)  1.3462
O (-1.84599, 0.27262, 2.22709)  -0.6646
O (-0.18261, 0.93122, 0.43811)  -0.7226
C (0.09802, 1.90330, 2.88055)  0.5446
F (0.16172, 1.47007, 4.13511)  -0.1736
F (-0.87204, 2.80373, 2.75300)  -0.2341
C (1.42550, 2.62131, 2.49911)  0.5379
F (1.58213, 3.60014, 3.39227)  -0.2902
F (1.29850, 3.14336, 1.27900)  -0.1451
C (2.71806, 1.76408, 2.52509)  0.6183
F (2.68660, 0.88574, 3.53588)  -0.2291
F (3.77958, 2.52215, 2.62461)  -0.2511
F (2.79289, 1.03817, 1.38609)  -0.2678
H (-1.10399, 0.10769, 6.30324)  0.3477
H (0.43184, 0.00458, 7.18234)  0.4113
H (-0.73032, -1.31876, 7.25445)  0.3740
H (0.93622, -2.10585, 5.71129)  0.2408
H (1.11206, -0.52727, 4.94432)  -0.1073
H (-2.34797, -2.80954, 4.65849)  0.3317
H (-2.30561, -2.35806, 2.40190)  0.5899
H (-1.35674, -3.72855, 1.85935)  0.3178
H (-2.20653, -1.53216, 0.37260)  0.2740
H (-1.45611, -2.86793, -0.14800)  0.2690
H (0.37504, -4.21324, 2.85460)  0.2819
H (1.27577, -3.25951, 4.00834)  -0.2948
H (3.15495, -1.35235, 2.38216)  -0.9142
H (3.27127, -2.48603, 3.70602)  0.7232
H (4.66555, -3.26504, 1.14259)  0.6017
H (5.15952, -3.52808, 2.80006)  0.3455
H (6.16533, -1.49951, 1.11206)  0.3173
H (5.21716, -0.66511, 2.35999)  -0.0079
H (2.00231, -5.51306, 3.74292)  0.2378
H (3.51447, -4.60983, 3.79345)  0.2992
H (3.47486, -6.20041, 3.04943)  0.4614
H (-0.00781, -6.45942, 0.98489)  0.3277
H (0.77841, -6.55553, 2.58544)  0.2900
H (1.35156, -7.54533, 1.24404)  0.3736
H (0.87347, -3.26459, 0.24826)  0.8628
H (0.61133, -1.04612, 0.08061)  0.7011
H (2.08314, -0.69887, 0.75563)  0.5985
H (1.29929, -0.58741, 2.84041)  0.1920
C (0.95113, 4.47920, -1.63168)  -0.1580
C (0.69526, 5.84286, -2.24474)  0.1534
O (1.90816, 6.10379, -2.97667)  -0.3581
S (2.46439, 4.75371, -3.60025)  1.0828
O (1.96515, 4.58595, -4.92033)  -0.4988
O (3.84782, 4.65542, -3.31884)  -0.5732
O (1.63040, 3.75638, -2.66798)  -0.2802
H (1.60115, 4.54957, -0.75938)  0.1008
H (0.04142, 3.94164, -1.37592)  0.2906
H (0.55313, 6.62544, -1.50580)  0.3247
H (-0.14214, 5.85137, -2.94034)  -0.0738
C (-4.73230, 4.68015, -2.64056)  -0.3583
C (-4.07898, 4.63496, -4.01017)  -0.1130
O (-3.90518, 6.01930, -4.33911)  -0.1780
S (-3.60779, 6.87267, -3.02937)  1.0296
O (-2.20362, 7.06876, -2.89107)  -0.4882
O (-4.48682, 7.97914, -3.00340)  -0.5520
O (-4.05453, 5.76165, -1.97552)  -0.3151
H (-5.79567, 4.91252, -2.70189)  0.3076
H (-4.58117, 3.77285, -2.06274)  0.2898
H (-4.70043, 4.17630, -4.77328)  0.2470
H (-3.10259, 4.14637, -3.98241)  0.1677
C (-0.33336, 6.08273, -7.30676)  -0.4519
C (-1.09425, 5.59485, -6.09121)  -0.1031
O (-2.40435, 5.28951, -6.60704)  -0.1800
S (-2.28100, 4.73595, -8.09502)  1.1428
O (-2.29353, 3.31177, -8.06711)  -0.6135
O (-3.19958, 5.43772, -8.91492)  -0.5707
O (-0.79356, 5.21124, -8.36003)  -0.3714
H (-0.58618, 7.11142, -7.56453)  0.3308
H (0.74195, 5.97010, -7.20612)  0.3296
H (-1.19393, 6.34396, -5.30966)  0.2091
H (-0.64856, 4.68349, -5.68834)  0.2156
C (-4.98956, 2.32826, -9.45848)  -0.1738
C (-5.75784, 1.86806, -8.23673)  -0.1428
O (-7.07531, 1.60511, -8.73679)  -0.3467
S (-6.98863, 1.03775, -10.22930)  1.0873
O (-7.04477, -0.38061, -10.21197)  -0.5385
O (-7.88303, 1.78661, -11.03429)  -0.5321
O (-5.48307, 1.47183, -10.50572)  -0.3352
H (-5.21440, 3.36515, -9.71047)  0.3178
H (-3.91887, 2.19075, -9.35711)  0.2183
H (-5.82659, 2.63096, -7.46618)  0.1286
H (-5.34385, 0.94808, -7.81923)  0.3293
C (3.24258, -7.44724, 7.16810)  -0.2964
C (2.43316, -7.33824, 8.44602)  -0.4190
O (1.75847, -6.07028, 8.30382)  -0.2939
S (1.39337, -5.80997, 6.79039)  1.2358
O (0.05247, -6.18297, 6.51192)  -0.6719
O (1.84877, -4.51163, 6.41890)  -0.5345
O (2.35774, -6.91168, 6.16095)  -0.3027
H (4.14566, -6.83758, 7.20289)  0.2878
H (3.48989, -8.47035, 6.90173)  0.3129
H (3.04353, -7.30128, 9.34268)  0.3169
H (1.68658, -8.12781, 8.53051)  0.3155

Charge: +1
Gap between HOMO and LUMO in eV: 9.56



[3]
An isolated molecule of C12H12O2S at a distorted geometry, computed with the ωB97M-V functional and the def2-TZVPD basis.

Each line ends with the natural charge from an NBO analysis.
Geometry (Å):
O (-2.18760, 2.08209, 2.72816)  -0.5194
C (-1.91078, 1.72214, 1.61867)  0.5580
C (-2.56875, 0.54832, 1.00577)  -0.3044
C (-1.96216, -0.12830, 0.00964)  -0.0845
C (-0.67186, 0.34556, -0.54599)  0.1358
O (-1.01608, 0.87380, -1.80693)  -0.6955
C (0.30922, -0.80943, -0.60932)  -0.0393
C (0.48006, -1.57998, 0.56356)  -0.2155
C (1.41404, -2.52949, 0.67341)  -0.2243
C (2.13261, -2.89674, -0.43996)  -0.2006
C (2.00511, -2.11786, -1.57619)  -0.2090
C (1.12794, -1.07730, -1.69137)  -0.2084
C (0.10632, 1.36158, 0.36375)  -0.3103
S (1.71409, 1.72702, -0.44786)  -0.0072
C (-0.84448, 2.45603, 0.83655)  -0.5235
H (-3.51219, 0.42046, 1.43358)  0.2317
H (-2.33642, -1.03260, -0.44058)  0.2266
H (-0.43027, 1.63574, -1.82738)  0.4744
H (-0.24258, -1.27499, 1.42234)  0.2194
H (1.63296, -2.92638, 1.65496)  0.2187
H (2.94110, -3.70688, -0.31411)  0.2211
H (2.50701, -2.44378, -2.43120)  0.2093
H (1.06092, -0.52988, -2.62949)  0.2339
H (0.49614, 0.80456, 1.23025)  0.2343
H (1.32216, 2.97255, -0.23762)  0.1218
H (-1.20911, 2.89363, 0.00559)  0.2202
H (-0.35740, 3.21013, 1.45177)  0.2368

Energy above the lowest of the compared OMol25 structures with the same formula, charge and spin in eV: 0.2308
Gap between HOMO and LUMO in eV: 9.59
SMILES: O=C1C=C[C@](O)(c2ccccc2)[C@@H](S)C1



[4]
A 3-piece molecular cluster, C34H61BBrCl2FN5O7 overall at a distorted geometry, computed with the ωB97M-V functional and the def2-TZVPD basis.

Each line ends with the Mulliken charge.
Geometry (Å):
C (-0.35195, 3.27672, -0.64997)  -1.2134
C (-0.14440, 3.38886, -2.16825)  -0.7347
C (0.46889, 2.17423, -2.86458)  -0.8610
O (-0.13206, 0.94527, -2.47740)  0.0041
C (0.10296, -0.30051, -3.13753)  0.5296
C (1.05323, -0.10784, -4.31032)  -1.1798
C (2.50519, 0.28963, -4.01311)  -0.7729
F (3.36848, -0.62980, -4.57215)  -0.4097
C (0.48245, -1.33601, -1.92329)  -0.3024
Br (2.03156, -2.50947, -2.40482)  0.0487
C (1.02434, -0.77021, -0.59851)  -1.0369
Cl (1.79310, 0.77253, -0.49929)  -0.1534
C (1.11697, -1.43895, 0.55309)  1.7034
C (1.70176, -0.89432, 1.81560)  -1.6527
Cl (0.62245, -3.08248, 0.72670)  -0.1788
C (-0.85364, -2.11388, -1.73776)  -0.5971
C (-0.97497, -3.62924, -1.87912)  -1.3914
N (-1.75030, -4.27632, -0.80259)  -0.4227
N (-1.98570, -1.28040, -2.33795)  1.2316
C (-3.21065, -2.15464, -2.37661)  -0.7267
C (-4.59404, -1.51299, -2.53026)  -1.8886
O (-5.34597, -1.61586, -1.61692)  -0.5053
N (-4.97119, -0.93878, -3.77937)  0.6887
C (-5.62819, -2.00598, -4.59432)  -0.9393
C (-5.91339, 0.18091, -3.55213)  -1.2331
B (-2.53206, -0.24973, -1.28875)  0.0528
C (-3.08480, 1.15425, -1.61342)  0.1144
O (-2.58777, -0.72346, -0.01333)  -0.6480
C (-1.30474, -0.79383, -3.64247)  1.9792
C (-2.04209, 0.18748, -4.62852)  -1.2663
C (-1.92578, 1.69424, -4.72524)  -0.5267
O (-2.59707, 2.49443, -4.18666)  -0.4686
O (-1.07138, 2.08259, -5.72493)  -0.4489
C (-1.27052, -2.08334, -4.54292)  0.6264
C (-2.41841, -2.45247, -5.27088)  -0.1914
C (-2.45374, -3.57754, -6.08776)  -0.7598
C (-1.33558, -4.39334, -6.22835)  -1.1192
C (-0.17946, -4.04357, -5.53084)  -1.1902
C (-0.16549, -2.91688, -4.70885)  -0.1705
H (-1.12420, 3.98078, -0.35265)  0.3879
H (0.54231, 3.58100, -0.11843)  0.3596
H (-0.65443, 2.28220, -0.35223)  0.1803
H (-1.05187, 3.70520, -2.66541)  0.2461
H (0.58297, 4.17877, -2.34075)  0.6441
H (0.42987, 2.38863, -3.92588)  0.2060
H (1.53192, 2.20678, -2.63961)  0.7398
H (0.65123, 0.66114, -4.95880)  1.0408
H (1.14632, -0.96086, -4.96661)  0.4257
H (2.72953, 1.27143, -4.41818)  0.4697
H (2.70573, 0.33475, -2.94681)  0.2467
H (1.11629, -0.00678, 2.05510)  0.3513
H (1.58628, -1.57214, 2.64811)  0.5584
H (2.72176, -0.55440, 1.68227)  0.2509
H (-0.99003, -2.00891, -0.66510)  1.3433
H (-0.00273, -4.10276, -1.92971)  0.6341
H (-1.46077, -3.91555, -2.80568)  0.0337
H (-1.23991, -5.04728, -0.40661)  0.3776
H (-2.03866, -3.63919, -0.07601)  0.2443
H (-3.16327, -3.00027, -3.05261)  1.0632
H (-3.27932, -2.59796, -1.39313)  0.9605
H (-5.53275, -2.98333, -4.13340)  0.4187
H (-5.15078, -2.07264, -5.56855)  0.3984
H (-6.66958, -1.76900, -4.76831)  0.3218
H (-5.63290, 0.75363, -2.67851)  0.4418
H (-5.86408, 0.84193, -4.41000)  0.4139
H (-6.92910, -0.16213, -3.38555)  0.4209
H (-3.76701, 1.48409, -0.83439)  0.5507
H (-3.66420, 1.14202, -2.52968)  -0.2385
H (-2.32070, 1.90565, -1.71901)  -0.3538
H (-3.50622, -0.78529, 0.28618)  0.4627
H (-3.10844, 0.00959, -4.54133)  0.4763
H (-1.70527, -0.10705, -5.60985)  0.7077
H (-1.57567, 2.62310, -6.34714)  0.4504
H (-3.31635, -1.86493, -5.23194)  0.5051
H (-3.35357, -3.81871, -6.63115)  0.5101
H (-1.33943, -5.26024, -6.86745)  0.4312
H (0.70974, -4.64482, -5.62523)  0.4996
H (0.75825, -2.71098, -4.20914)  -0.1947
C (6.90583, 2.18667, 4.43086)  -1.4355
C (5.49715, 2.72608, 4.66211)  0.2187
C (4.47778, 1.66537, 5.09666)  -0.5605
O (4.02890, 0.80190, 4.06295)  -0.1178
C (4.92018, -0.24776, 3.72805)  -0.7915
N (5.06447, 3.45040, 3.46156)  -0.7277
H (6.99796, 1.68430, 3.46842)  0.2974
H (7.62326, 3.00626, 4.43055)  0.3589
H (7.19637, 1.48544, 5.21524)  0.3412
H (5.55657, 3.44792, 5.48123)  0.4454
H (3.58439, 2.18446, 5.44371)  0.1082
H (4.85102, 1.07880, 5.94527)  0.4282
H (5.45825, -0.62570, 4.60089)  0.3490
H (5.63319, 0.07752, 2.96702)  0.2998
H (4.33156, -1.06208, 3.30498)  0.2123
H (4.18528, 3.92229, 3.65313)  0.2872
H (4.83217, 2.76107, 2.75162)  0.2914
C (-0.63978, 1.31648, 9.19576)  -1.3772
C (0.76862, 1.65833, 9.67359)  0.3525
C (1.62415, 2.39058, 8.63116)  -0.7517
O (2.12067, 1.57892, 7.58285)  -0.3149
C (1.20274, 1.28911, 6.54760)  -0.3020
N (1.41249, 0.43596, 10.16249)  -0.7335
H (-0.64893, 0.43911, 8.54980)  0.2813
H (-1.27707, 1.08923, 10.04941)  0.3403
H (-1.08894, 2.15030, 8.65241)  0.3410
H (0.66678, 2.34063, 10.52223)  0.4269
H (2.51204, 2.77734, 9.13702)  0.3306
H (1.08762, 3.25575, 8.21799)  0.4034
H (0.53494, 2.13312, 6.34824)  0.3319
H (0.61240, 0.39899, 6.77820)  0.2249
H (1.77928, 1.07911, 5.64644)  -0.1139
H (2.29707, 0.67230, 10.60244)  0.2713
H (1.67458, -0.12305, 9.35512)  0.3089

Charge: +1
Gap between HOMO and LUMO in eV: 7.93



[5]
A 2-piece molecular cluster, CH2FN2O2 overall at a distorted geometry, computed with the ωB97M-V functional and the def2-TZVPD basis.

Each line ends with the natural charge from an NBO analysis.
Geometry (Å):
C (-1.03602, 0.22193, -0.28549)  0.9944
N (1.61994, -0.47108, -0.14175)  -0.3175
N (1.70930, 0.32315, 0.75413)  -0.3308
O (-0.91418, 0.89067, -1.32122)  -0.7209
O (-0.87504, 0.31869, 0.90768)  -0.7312
F (-1.86744, -1.01019, -0.59480)  -0.5141
H (0.62443, -0.87155, -0.44218)  0.2770
H (0.73903, 0.59838, 1.12363)  0.3430

Energy above the lowest of the compared OMol25 structures with the same formula, charge and spin in eV: 0.5460
Charge: -1
Gap between HOMO and LUMO in eV: 8.88